1.
ORCA calculation (ωB97M-V with the def2-TZVPD basis set) on a molecular structure, C25H18Cl2CrN6O2S.

The calculation puts the energy above the lowest of the compared OMol25 structures with the same formula, charge and spin at 0.0 kcal per mole. The multiplicity is 4. The HOMO energy (spin up / spin down) is -10.55 / -10.61 eV. The value obtained for the HOMO-LUMO gap (spin up / spin down) is 0.2267 / 0.2632 Ha. The value obtained for the molar mass is 589.4 g mol⁻¹. Its net charge is +1.

Positions of all 55 atoms, in Å:
1 Cr 0.9480 -0.8087 -0.5167
2 Cl 1.3880 3.9227 -5.3658
3 C 0.7552 2.7770 -4.2444
4 C 1.6451 1.9273 -3.5935
5 C 1.1571 1.0070 -2.6797
6 N 1.9142 0.1073 -1.9087
7 C 3.2682 -0.0039 -1.9540
8 O 4.0531 0.5952 -2.6586
9 C 3.7699 -1.0210 -0.9498
10 C 5.1150 -1.3219 -0.8752
11 C 5.5378 -2.2508 0.0616
12 C 4.6020 -2.8404 0.8974
13 C 3.2734 -2.4835 0.7645
14 N 2.8581 -1.5962 -0.1434
15 C -0.2275 0.9309 -2.4211
16 C -1.1083 1.7734 -3.0806
17 C -0.6088 2.6999 -3.9914
18 Cl -1.7249 3.7425 -4.7930
19 N -0.5572 -0.0439 -1.4633
20 C -1.8093 -0.2827 -1.0001
21 O -2.8450 0.2783 -1.3041
22 C -1.8121 -1.3779 0.0459
23 C -3.0012 -1.8433 0.5699
24 C -2.9574 -2.8357 1.5350
25 C -1.7264 -3.3236 1.9457
26 C -0.5804 -2.8050 1.3721
27 N -0.6161 -1.8554 0.4358
28 H 2.7001 1.9903 -3.8041
29 H 5.7908 -0.8193 -1.5523
30 H 6.5844 -2.5108 0.1420
31 H 4.8895 -3.5645 1.6453
32 H 2.5190 -2.9148 1.4082
33 H -2.1695 1.7130 -2.9032
34 H -3.9250 -1.4123 0.2120
35 H -3.8714 -3.2243 1.9632
36 H -1.6464 -4.0940 2.6983
37 H 0.3953 -3.1607 1.6735
38 N 0.7250 2.8523 -0.1594
39 C 0.1830 1.9722 0.6720
40 S 1.2286 0.7205 1.2882
41 N -1.1011 2.1215 0.9801
42 C -1.9554 1.4362 1.9011
43 C -1.5180 0.8446 3.0780
44 C -2.4481 0.2315 3.9069
45 C -3.7956 0.2221 3.5849
46 C -4.2247 0.8431 2.4197
47 C -3.3086 1.4464 1.5775
48 H 1.6686 2.6957 -0.4736
49 H 0.1884 3.5724 -0.6213
50 H -1.6031 2.8009 0.4216
51 H -0.4818 0.8773 3.3665
52 H -2.1085 -0.2206 4.8294
53 H -4.5109 -0.2464 4.2473
54 H -5.2747 0.8580 2.1608
55 H -3.6403 1.9021 0.6528

Atoms 1-3, force components in eV/Å:
-0.02 0.27 0.23
0.00 0.00 0.00
0.02 0.00 0.00

2.
ORCA calculation (ωB97M-V with the def2-TZVPD basis set) on C25H18ClF2NO2 in the gas phase in a non-equilibrium geometry.

The calculation puts the energy above the lowest of the compared OMol25 structures with the same formula, charge and spin at 0.0 kcal per mole. The HOMO energy is -8.68 eV. The value obtained for the HOMO-LUMO gap is 0.3107 Ha. The value obtained for the molar mass is 437.9 g mol⁻¹. As for the SMILES: O=C1OC[C@H]2[C@@H]1Cc1c(F)cc(F)cc1[C@@H]2/C=C/c1ccc(-c2cccc(Cl)c2)cn1.

Positions of all 49 atoms, in Å:
1 O 5.6254 -0.7850 -2.1894
2 C 4.5772 -0.4160 -2.6956
3 O 4.4129 -0.0405 -3.9629
4 C 3.1198 0.5035 -4.1072
5 C 2.2461 0.0545 -2.9176
6 C 3.3001 -0.4230 -1.8666
7 C 3.3037 0.4679 -0.5470
8 C 3.0044 1.9359 -0.8968
9 C 3.7433 3.0385 -0.3278
10 F 4.7816 2.9081 0.5285
11 C 3.3831 4.3459 -0.6418
12 C 2.2927 4.6047 -1.5418
13 F 2.0146 5.8720 -1.9380
14 C 1.5858 3.5284 -2.0380
15 C 1.9277 2.2127 -1.7287
16 C 1.2025 1.0575 -2.3904
17 C 0.2304 0.3709 -1.4863
18 C -0.2959 0.9181 -0.3286
19 C -1.3004 0.2091 0.4903
20 C -1.5128 0.5457 1.8540
21 C -2.3497 -0.2851 2.6266
22 C -3.0042 -1.3660 2.0039
23 C -3.9107 -2.2899 2.7363
24 C -4.6069 -1.8538 3.8636
25 C -5.3805 -2.7635 4.6192
26 C -5.5257 -4.1177 4.2252
27 C -4.8668 -4.5143 3.0692
28 Cl -5.0808 -6.1707 2.5324
29 C -4.0223 -3.6308 2.3585
30 C -2.7689 -1.5532 0.6326
31 N -1.9243 -0.8306 -0.0891
32 H 2.6189 0.2351 -5.0677
33 H 3.1966 1.5707 -4.0969
34 H 1.7003 -0.8352 -3.2806
35 H 3.0661 -1.4552 -1.6167
36 H 4.3034 0.3886 -0.1079
37 H 2.5458 0.1092 0.1536
38 H 3.9059 5.1699 -0.1670
39 H 0.6777 3.7457 -2.6171
40 H 0.6642 1.4019 -3.2478
41 H -0.0470 -0.6476 -1.7592
42 H -0.0762 1.9316 0.0003
43 H -0.9269 1.3647 2.2207
44 H -2.4715 -0.0415 3.6768
45 H -4.5637 -0.8209 4.1477
46 H -5.8786 -2.3894 5.5214
47 H -6.1673 -4.8211 4.7588
48 H -3.5161 -4.0012 1.4860
49 H -3.2336 -2.4387 0.1489

Atoms 1-3, force components in eV/Å:
-1.04 0.73 -1.51
1.86 -1.24 2.87
0.10 -0.30 0.01

3.
ORCA calculation (ωB97M-V with the def2-TZVPD basis set) on a molecular structure, C25H18F3NO5PRhS2 in a non-equilibrium geometry.

The calculation puts the energy above the lowest of the compared OMol25 structures with the same formula, charge and spin at 10.2 kcal per mole. The HOMO energy is -8.61 eV. The value obtained for the HOMO-LUMO gap is 0.2981 Ha. The value obtained for the molar mass is 667.4 g mol⁻¹.

Positions of all 56 atoms, in Å:
1 Rh 0.1473 1.8906 -0.6250
2 O 1.1178 2.0228 -4.5493
3 S 0.9156 1.4774 -3.2488
4 O -0.4476 1.7312 -2.6709
5 O 1.8643 1.8516 -2.1843
6 C 1.1007 -0.2871 -3.3673
7 C 1.6044 -0.8253 -4.5395
8 C 1.8622 -2.1864 -4.6096
9 C 1.6181 -2.9978 -3.5117
10 C 1.1031 -2.4542 -2.3443
11 C 0.8413 -1.0915 -2.2582
12 P 0.0162 -0.4056 -0.7839
13 C -1.6239 -1.1713 -0.9667
14 C -2.5933 -0.4961 -1.7062
15 C -3.8149 -1.0971 -1.9608
16 C -4.0789 -2.3737 -1.4843
17 C -3.1117 -3.0552 -0.7617
18 C -1.8840 -2.4602 -0.5085
19 C 0.8214 -1.1665 0.6453
20 C 0.1269 -1.3210 1.8447
21 C 0.8005 -1.7121 2.9916
22 C 2.1691 -1.9417 2.9514
23 C 2.8671 -1.7700 1.7645
24 C 2.1986 -1.3754 0.6149
25 H 1.7936 -0.1691 -5.3776
26 H 2.2574 -2.6120 -5.5223
27 H 1.8207 -4.0594 -3.5641
28 H 0.9001 -3.0974 -1.4964
29 H -2.3887 0.4962 -2.0874
30 H -4.5633 -0.5634 -2.5315
31 H -5.0366 -2.8382 -1.6794
32 H -3.3084 -4.0538 -0.3939
33 H -1.1350 -3.0087 0.0468
34 H -0.9362 -1.1162 1.8871
35 H 0.2554 -1.8319 3.9189
36 H 2.6929 -2.2476 3.8476
37 H 3.9358 -1.9369 1.7326
38 H 2.7504 -1.2224 -0.3053
39 F -2.5582 2.7189 4.9330
40 C -2.4889 2.5591 3.5999
41 F -3.3039 1.5375 3.2781
42 F -2.9980 3.6633 3.0385
43 C -1.0803 2.2993 3.1562
44 C -0.0061 2.4032 4.0215
45 C 1.2933 2.2249 3.5535
46 C 1.4958 1.9622 2.2147
47 N 0.4557 1.7967 1.3957
48 C -0.8006 1.9585 1.8335
49 S -1.8684 1.8510 0.4742
50 H -0.1799 2.6511 5.0599
51 H 2.1408 2.3284 4.2140
52 H 2.4772 1.8802 1.7714
53 O 2.2299 3.7777 0.3500
54 C 1.2214 4.4141 0.0810
55 O 0.1041 3.9346 -0.3500
56 H 1.2079 5.5145 0.1691

Atoms 1-3, force components in eV/Å:
-0.64 -1.28 -0.03
0.04 -0.04 0.01
0.08 0.18 0.01